[1]
{
  "formula": "C34H49AsN5O4S2Si3V",
  "method": "ωB97M-V/def2-TZVPD",
  "homo_ha": [-0.4443, -0.4443],
  "total_charge": 2,
  "mol_weight_g_mol": 866.1,
  "species": ["V", "O", "C", "C", "C", "C", "C", "C", "C", "N", "C", "C", "N", "C", "C", "C", "C", "C", "C", "C", "O", "H", "H", "H", "H", "H", "H", "H", "H", "H", "H", "H", "H", "H", "H", "N", "C", "C", "C", "C", "C", "C", "S", "O", "O", "N", "C", "S", "C", "C", "N", "H", "H", "H", "H", "H", "H", "H", "H", "C", "Si", "C", "C", "As", "Si", "C", "C", "C", "Si", "C", "C", "C", "H", "H", "H", "H", "H", "H", "H", "H", "H", "H", "H", "H", "H", "H", "H", "H", "H", "H", "H", "H", "H", "H", "H", "H", "H", "H", "H"],
  "positions_angstrom": [[0.38749, 0.87838, 0.49845], [-0.30578, 1.47185, -0.85571], [-0.58384, 2.56062, -1.59574], [-0.78397, 2.52040, -2.96303], [-1.07674, 3.70009, -3.62913], [-1.18844, 4.91176, -2.94942], [-0.94230, 4.95509, -1.59326], [-0.62608, 3.78394, -0.90144], [-0.29084, 3.82453, 0.49264], [0.02779, 2.81029, 1.22807], [0.43858, 3.07735, 2.61510], [0.45705, 1.74045, 3.33576], [1.15775, 0.86281, 2.40113], [2.33539, 0.42984, 2.71488], [3.29497, -0.03599, 1.75496], [4.38450, -0.83817, 2.11176], [5.37230, -1.10896, 1.19563], [5.32154, -0.51704, -0.07428], [4.28103, 0.30529, -0.43521], [3.21358, 0.51939, 0.44804], [2.16738, 1.23590, 0.09259], [-0.66092, 1.58719, -3.49597], [-1.21427, 3.67016, -4.70236], [-1.44567, 5.81428, -3.48644], [-0.98165, 5.89239, -1.05055], [-0.28361, 4.81310, 0.95247], [-0.21785, 3.79738, 3.10203], [1.45218, 3.48413, 2.59885], [-0.55853, 1.38235, 3.47902], [0.95905, 1.81894, 4.29907], [2.66501, 0.51587, 3.75017], [4.41967, -1.26552, 3.10734], [6.19490, -1.75930, 1.45983], [6.11571, -0.70878, -0.78452], [4.22701, 0.75991, -1.41515], [6.83773, -2.40508, -4.81098], [5.54301, -2.10314, -4.52036], [5.16563, -0.77704, -4.23368], [3.86027, -0.48089, -3.91477], [2.91238, -1.50066, -3.86644], [3.26144, -2.81454, -4.16654], [4.56697, -3.11490, -4.48502], [1.25136, -1.11153, -3.48914], [0.83503, 0.01469, -4.27301], [0.46911, -2.31978, -3.52435], [1.24523, -0.54624, -1.92232], [1.34097, -1.36090, -0.91729], [1.98777, -2.99700, -0.94977], [1.72130, -3.14069, 0.75758], [1.16850, -2.03432, 1.26607], [0.93508, -1.00968, 0.35531], [7.50912, -1.67336, -4.94912], [7.07877, -3.32343, -5.13375], [5.90885, 0.00878, -4.30095], [3.54782, 0.54156, -3.73515], [2.49370, -3.57817, -4.16051], [4.84953, -4.13171, -4.72946], [1.99756, -4.03825, 1.28885], [0.92604, -1.87782, 2.30205], [-1.17814, -2.90263, 3.21761], [-2.11729, -2.43401, 1.64280], [-1.60910, -3.31725, 0.06696], [-3.91392, -2.77847, 2.04523], [-1.77499, -0.04517, 1.22047], [-3.18141, 0.87324, 3.04781], [-3.03431, 2.74209, 2.80333], [-2.42796, 0.30984, 4.68474], [-4.99570, 0.41598, 2.97707], [-3.29738, 0.17166, -0.67390], [-4.89009, -0.82130, -0.61627], [-3.78869, 1.99040, -0.69718], [-2.40843, -0.44320, -2.19789], [-0.44023, -3.68688, 3.03530], [-1.88020, -3.28265, 3.96267], [-0.66241, -2.04848, 3.65893], [-0.97844, -4.18199, 0.28490], [-1.05822, -2.67400, -0.62261], [-2.49299, -3.68189, -0.46238], [-4.00803, -3.85064, 2.23945], [-4.60393, -2.52533, 1.24427], [-4.22232, -2.25034, 2.94868], [-2.25392, 2.98337, 2.08461], [-2.81739, 3.26036, 3.74124], [-3.97191, 3.14738, 2.41703], [-2.20695, 1.16608, 5.32621], [-1.50872, -0.26101, 4.54944], [-3.12983, -0.32753, 5.22604], [-5.34417, 0.21250, 1.96741], [-5.56830, 1.26492, 3.35978], [-5.22938, -0.44736, 3.59958], [-5.45578, -0.75362, 0.30931], [-4.71858, -1.87468, -0.84366], [-5.52048, -0.41840, -1.41621], [-4.68977, 2.14202, -0.09745], [-4.01787, 2.30306, -1.71997], [-3.01692, 2.65523, -0.31053], [-2.62780, -1.49979, -2.36162], [-1.32687, -0.34623, -2.15192], [-2.75683, 0.09889, -3.08214]]
}

***

[2]
{
  "formula": "C34H49ClIrN7O3S",
  "method": "ωB97M-V/def2-TZVPD",
  "homo_ha": [-0.5856, -0.5858],
  "total_charge": 3,
  "s_squared": 0.768,
  "de_lowest_kcal_mol": 55.6,
  "mol_weight_g_mol": 863.5,
  "spin_multiplicity": 2,
  "species": ["Ir", "C", "C", "C", "C", "C", "C", "C", "C", "N", "C", "C", "C", "C", "N", "C", "C", "C", "C", "C", "C", "C", "C", "H", "H", "H", "H", "H", "H", "H", "H", "H", "H", "H", "H", "H", "H", "H", "H", "H", "H", "H", "H", "H", "H", "H", "H", "N", "N", "C", "N", "S", "H", "H", "H", "H", "H", "C", "C", "C", "C", "N", "N", "H", "H", "H", "H", "H", "H", "H", "H", "H", "H", "H", "H", "C", "C", "C", "C", "Cl", "C", "C", "C", "O", "C", "C", "O", "O", "H", "H", "H", "H", "H", "H", "H", "H"],
  "positions_angstrom": [[0.32788, 1.01827, 0.28265], [1.53477, 3.79049, 2.53577], [1.41083, 2.58592, 3.44276], [1.07737, 2.74184, 4.78474], [1.06903, 1.65968, 5.65024], [1.42328, 0.40101, 5.18761], [1.76069, 0.19954, 3.85309], [2.25459, -1.14500, 3.37440], [1.71972, 1.29927, 2.98962], [1.97820, 1.06244, 1.59347], [3.14876, 1.06646, 1.08737], [4.39302, 1.44849, 1.80719], [3.18738, 0.64991, -0.33196], [4.44802, 0.16575, -0.95706], [2.06593, 0.73215, -0.93722], [1.89440, 0.47335, -2.33816], [2.11220, 1.52133, -3.23661], [2.63867, 2.85826, -2.77445], [1.89127, 1.27245, -4.58658], [1.50056, 0.01757, -5.02186], [1.31776, -1.01074, -4.11126], [1.48801, -0.79738, -2.75176], [1.31584, -1.91287, -1.75397], [0.85367, 4.58616, 2.83983], [1.36345, 3.54228, 1.48793], [2.54397, 4.20221, 2.61372], [0.86785, 3.73473, 5.16704], [0.81036, 1.80240, 6.69126], [1.46994, -0.43750, 5.87295], [1.97477, -1.93632, 4.06769], [3.34670, -1.14312, 3.32182], [1.88643, -1.39857, 2.37696], [4.17166, 1.89253, 2.77467], [4.97347, 2.15415, 1.20946], [5.02775, 0.57087, 1.96350], [4.96631, -0.51645, -0.28187], [5.12781, 1.00064, -1.15370], [4.24832, -0.33259, -1.90217], [2.15395, 3.20857, -1.86519], [2.50375, 3.61003, -3.54916], [3.71106, 2.79179, -2.56897], [2.04739, 2.07139, -5.30073], [1.34508, -0.15800, -6.07904], [1.06559, -2.00413, -4.46240], [0.79018, -2.75581, -2.20142], [0.75277, -1.57994, -0.88049], [2.28639, -2.27506, -1.40268], [-1.07264, 2.29879, 1.65112], [-1.66008, 3.43609, 1.09331], [-1.36649, 3.81163, -0.14638], [-2.00266, 4.84325, -0.67770], [-0.18410, 3.00606, -1.06175], [-1.77706, 1.62177, 1.94500], [-0.51833, 2.55327, 2.46796], [-2.30559, 3.97186, 1.65767], [-2.70021, 5.37925, -0.18475], [-1.75825, 5.14493, -1.60824], [-2.99316, 0.50941, 4.28002], [-2.68215, -0.41219, 3.10427], [-3.61820, -0.11737, 1.93818], [-2.84688, -1.87076, 3.54525], [-1.26138, -0.12596, 2.74996], [-0.69600, -0.59779, 1.53861], [-4.04161, 0.41070, 4.56081], [-2.80724, 1.55986, 4.03687], [-2.38694, 0.25032, 5.15152], [-4.63079, -0.39205, 2.23347], [-3.38211, -0.69073, 1.04553], [-3.64485, 0.94735, 1.67267], [-3.86984, -2.03716, 3.88621], [-2.18002, -2.10558, 4.37751], [-2.64725, -2.56443, 2.72407], [-0.62633, -0.24029, 3.52886], [-1.40138, -0.95248, 0.86549], [-0.04095, -1.35849, 1.70097], [-0.72525, -3.54633, -5.67770], [-1.66425, -4.00872, -4.60306], [-2.02508, -5.32354, -4.51196], [-2.97290, -5.74633, -3.56452], [-3.40079, -7.36456, -3.46839], [-3.60027, -4.80859, -2.69533], [-3.23575, -3.50438, -2.73686], [-2.23475, -3.08158, -3.65336], [-1.76430, -1.85981, -3.71726], [-2.30096, -0.77215, -2.94649], [-1.71724, -0.69107, -1.51931], [-2.12708, -1.50588, -0.68665], [-0.87958, 0.26081, -1.36595], [-1.02740, -3.96629, -6.63727], [0.28448, -3.91649, -5.48115], [-0.70381, -2.46392, -5.76184], [-1.59141, -6.04743, -5.19068], [-4.36357, -5.14871, -2.00906], [-3.68587, -2.80188, -2.05378], [-3.38258, -0.84324, -2.84740], [-2.02597, 0.13241, -3.47552]]
}

***

[3]
{
  "formula": "C34H50AuBClN6O2",
  "method": "ωB97M-V/def2-TZVPD",
  "homo_ha": -0.4166,
  "total_charge": 1,
  "de_lowest_kcal_mol": 0.0,
  "mol_weight_g_mol": 818.0,
  "species": ["Au", "C", "C", "C", "C", "C", "C", "C", "C", "C", "N", "N", "B", "N", "N", "C", "C", "C", "C", "C", "C", "C", "C", "C", "N", "N", "C", "C", "C", "C", "C", "C", "C", "C", "C", "H", "H", "H", "H", "H", "H", "H", "H", "H", "H", "H", "H", "H", "H", "H", "H", "H", "H", "H", "H", "H", "H", "H", "H", "H", "H", "H", "H", "H", "H", "H", "H", "H", "H", "H", "H", "H", "H", "H", "H", "H", "H", "H", "H", "H", "H", "Cl", "C", "C", "C", "C", "O", "C", "C", "O", "C", "H", "H", "H", "H"],
  "positions_angstrom": [[0.75338, -1.23161, 0.45029], [0.17881, -4.04258, -3.58980], [1.06638, -3.25371, -2.61909], [1.09250, -3.96588, -1.26900], [0.59151, -1.81839, -2.59629], [0.34662, -1.00926, -3.70560], [-0.16889, 0.19054, -3.23849], [-0.55273, 1.36740, -4.09173], [0.25061, 2.61810, -3.72618], [-2.06126, 1.62832, -4.14385], [-0.22088, 0.12065, -1.90105], [0.23944, -1.10679, -1.51647], [-0.90243, 1.05703, -0.84355], [0.11361, 1.82127, -0.00940], [1.02658, 1.13386, 0.70495], [1.76354, 2.01685, 1.37048], [1.30818, 3.31208, 1.07879], [0.24416, 3.14836, 0.21144], [-0.71724, 4.17846, -0.30872], [-0.03429, 5.52950, -0.50502], [-1.90524, 4.29974, 0.65781], [2.85372, 1.57865, 2.30416], [3.84215, 2.70338, 2.59506], [2.24675, 1.04040, 3.60490], [-1.74788, 0.11196, 0.08219], [-1.19115, -0.94377, 0.73297], [-2.12730, -1.65955, 1.34253], [-3.34781, -1.02502, 1.11603], [-3.07278, 0.07652, 0.30932], [-4.05226, 1.05941, -0.26043], [-4.79734, 0.41034, -1.43300], [-5.01932, 1.54731, 0.81720], [-1.84456, -2.93543, 2.08165], [-2.74631, -4.05568, 1.56188], [-2.02057, -2.72991, 3.58706], [0.54200, -5.06632, -3.67759], [0.17275, -3.59952, -4.58450], [-0.84965, -4.07309, -3.22525], [2.08162, -3.24235, -3.02579], [0.10997, -3.93347, -0.79041], [1.83505, -3.54838, -0.59275], [1.34704, -5.01399, -1.42463], [0.49541, -1.27240, -4.73934], [-0.25198, 1.07301, -5.09950], [0.07164, 2.92399, -2.69390], [-0.02980, 3.44584, -4.37838], [1.32006, 2.43746, -3.84171], [-2.42746, 2.10918, -3.23697], [-2.61192, 0.69758, -4.28906], [-2.28683, 2.28678, -4.98309], [-1.62432, 1.81661, -1.39806], [1.69370, 4.24279, 1.45815], [-1.10194, 3.84234, -1.27523], [0.32535, 5.92687, 0.44557], [-0.73976, 6.25107, -0.91776], [0.81428, 5.45038, -1.18537], [-1.56240, 4.63025, 1.63977], [-2.41083, 3.33996, 0.78576], [-2.62906, 5.02538, 0.28352], [3.39514, 0.76592, 1.80846], [3.35291, 3.52524, 3.12142], [4.27816, 3.09765, 1.67633], [4.65001, 2.33935, 3.23046], [1.71252, 1.83346, 4.13218], [3.03005, 0.66424, 4.26672], [1.53367, 0.23839, 3.40703], [-4.30996, -1.33734, 1.48332], [-3.50001, 1.92079, -0.63760], [-5.36557, -0.45633, -1.09103], [-4.10229, 0.07967, -2.20630], [-5.49328, 1.12304, -1.87682], [-5.62842, 0.72810, 1.20256], [-5.69512, 2.29194, 0.39633], [-4.48519, 1.99960, 1.65428], [-0.80469, -3.21279, 1.88972], [-3.79778, -3.83186, 1.74555], [-2.51012, -4.98948, 2.07243], [-2.61351, -4.20545, 0.48953], [-3.04842, -2.44721, 3.81946], [-1.35835, -1.94467, 3.95435], [-1.79380, -3.65272, 4.12200], [7.30870, -3.08616, 3.00821], [5.89595, -2.59935, 2.14069], [6.01723, -2.11022, 0.82644], [4.91432, -1.71658, 0.12008], [3.61613, -1.77579, 0.67020], [2.64319, -1.36176, -0.09964], [3.50206, -2.27092, 1.99203], [2.28171, -2.41739, 2.68048], [1.12397, -2.11253, 2.32079], [4.66431, -2.68088, 2.70318], [6.99982, -2.04670, 0.37735], [5.00548, -1.33676, -0.88924], [2.35383, -2.87676, 3.67253], [4.55675, -3.06023, 3.71196]]
}

***

[4]
{
  "formula": "C34H50BrClF5N4O5PSiSrTe",
  "method": "ωB97M-V/def2-TZVPD",
  "homo_ha": -0.0585,
  "total_charge": -2,
  "de_lowest_kcal_mol": 71.1,
  "mol_weight_g_mol": 1079.4,
  "species": ["Sr", "O", "C", "N", "C", "O", "C", "C", "C", "C", "C", "N", "C", "C", "C", "C", "C", "N", "H", "H", "H", "H", "H", "H", "H", "H", "Br", "C", "C", "C", "C", "N", "C", "H", "H", "H", "H", "Cl", "C", "C", "O", "O", "H", "H", "C", "P", "C", "C", "H", "H", "H", "H", "H", "H", "H", "H", "H", "F", "Te", "F", "F", "F", "F", "O", "C", "C", "C", "C", "Si", "C", "C", "C", "C", "C", "C", "C", "C", "H", "H", "H", "H", "H", "H", "H", "H", "H", "H", "H", "H", "H", "H", "H", "H", "H", "H", "H", "H", "H", "H", "H", "H", "H", "H", "H"],
  "positions_angstrom": [[-0.54647, 1.25947, -0.87508], [-2.44519, 4.31504, 1.25656], [-1.82710, 3.49108, 0.58977], [-0.52626, 3.14286, 0.67653], [0.25299, 3.85341, 1.59080], [-0.13410, 4.54738, 2.50779], [1.74963, 3.76820, 1.38908], [2.50882, 4.84035, 1.83320], [3.87719, 4.81396, 1.65129], [4.43933, 3.70332, 1.04574], [3.60308, 2.67413, 0.65826], [2.27535, 2.68850, 0.82322], [-2.73210, 2.82698, -0.44284], [-3.48016, 3.69825, -1.25197], [-4.49360, 3.17559, -2.02951], [-4.79366, 1.81877, -1.91405], [-4.03732, 1.04548, -1.06061], [-3.00838, 1.52191, -0.34688], [2.00000, 5.67239, 2.29921], [4.49217, 5.65088, 1.95811], [5.50097, 3.63866, 0.84281], [4.01419, 1.80420, 0.16567], [-3.21802, 4.74324, -1.27763], [-5.03991, 3.80998, -2.71397], [-5.57791, 1.36230, -2.50147], [-4.23965, -0.00833, -0.96052], [-5.74639, -4.69158, -2.51199], [-4.90243, -3.63013, -1.19091], [-5.41110, -3.58617, 0.09063], [-4.75943, -2.79384, 1.02044], [-3.63703, -2.08805, 0.62374], [-3.15000, -2.13720, -0.61758], [-3.77254, -2.89866, -1.51719], [-6.29325, -4.15543, 0.35208], [-5.11851, -2.72257, 2.03909], [-3.09758, -1.44738, 1.31499], [-3.35614, -2.92758, -2.51794], [4.76555, 3.47919, -3.17337], [3.07424, 2.85970, -3.26909], [2.10318, 3.53961, -2.30747], [2.31781, 4.61475, -1.85628], [0.98756, 2.79509, -2.14441], [3.08842, 1.78979, -3.11000], [2.71212, 3.05045, -4.27837], [-2.18886, -0.76807, 4.11161], [-2.01219, 0.58311, 2.87160], [-3.73059, 1.24440, 2.91922], [-1.20213, 1.82534, 3.94470], [-2.67031, -0.41326, 5.02833], [-1.19489, -1.15519, 4.35403], [-2.77764, -1.59436, 3.69868], [-4.09563, 1.35162, 3.94526], [-4.40633, 0.58796, 2.36124], [-3.73554, 2.22303, 2.43375], [-1.68508, 1.87790, 4.92571], [-1.24643, 2.80474, 3.47030], [-0.14798, 1.56535, 4.07678], [-1.22236, 2.61425, -5.41205], [-0.62550, 3.11670, -3.68214], [0.70885, 1.88642, -4.35894], [-2.10541, 4.23939, -4.09781], [0.49607, 4.35783, -4.48060], [-0.77436, 4.38041, -2.28434], [-1.48823, 1.75907, -2.85638], [3.66434, -0.63169, -1.53791], [2.99008, -2.00816, -1.42126], [2.47132, -2.33197, -2.82441], [4.07878, -3.02953, -1.08352], [1.42732, -1.83810, -0.19943], [2.15474, -1.96385, 1.65578], [1.04700, -1.53405, 2.63495], [3.25635, -0.92587, 1.83381], [2.70552, -3.31286, 2.13231], [0.44001, -3.55428, -0.45162], [1.22873, -4.86885, -0.50191], [-0.57306, -3.66805, 0.69444], [-0.36975, -3.46147, -1.75689], [4.36507, -0.61026, -2.39184], [4.23528, -0.38864, -0.64382], [2.91960, 0.15344, -1.68599], [3.28001, -2.19164, -3.56266], [1.64480, -1.67271, -3.10994], [2.13286, -3.36564, -2.90703], [4.83586, -3.05455, -1.89006], [3.68030, -4.04097, -0.97543], [4.60390, -2.77543, -0.15690], [0.63717, -0.56408, 2.35047], [1.45838, -1.44575, 3.65819], [0.22070, -2.24455, 2.67003], [2.91448, 0.05508, 1.51183], [4.16677, -1.18033, 1.28520], [3.52502, -0.84886, 2.90375], [1.92790, -4.08186, 2.18326], [3.12611, -3.20745, 3.15118], [3.50330, -3.68560, 1.48434], [1.87809, -5.00367, 0.36715], [1.85202, -4.93089, -1.39945], [0.53021, -5.72748, -0.53411], [-0.09225, -3.95337, 1.63313], [-1.33320, -4.43784, 0.46329], [-1.09056, -2.71743, 0.85542], [0.25291, -3.61711, -2.63814], [-0.85250, -2.48872, -1.85503], [-1.15739, -4.23959, -1.76999]]
}

***

Calculated max |F| in order - 3.51; 2.46; 1.07; 3.08 eV/Å